Model 1:
DFT (ωB97M-V/def2-TZVPD) results for a structure of composition C3H10N2S.

```
16
Properties=species:S:1:pos:R:3:mulliken_charge:R:1
C 1.143 1.146 -2.186 -1.13
C 0.802 -0.002 -1.141 -0.38
S 1.620 0.085 0.474 -0.61
H 0.560 0.984 -3.027 0.41
H 0.708 2.092 -1.946 0.34
H 2.283 1.142 -2.402 0.25
H -0.234 0.016 -1.144 0.34
H 1.201 -0.940 -1.578 0.27
N -0.454 -1.606 2.014 -0.37
C -1.486 -0.653 1.799 0.16
N -1.310 0.421 1.055 -0.38
H 0.387 -1.472 1.412 0.14
H -0.423 -1.891 2.986 0.23
H -2.567 -0.728 2.047 0.30
H -2.197 0.746 0.651 0.23
H -0.034 0.662 0.985 0.21
```

Calculated values
Gap between HOMO and LUMO ... 0.296 Eh
Molecular weight ... 106.19 g mol⁻¹

=====

Model 2:
DFT (ωB97M-V/def2-TZVPD) results for an isolated molecule of C3H10N2S.

```
16
Properties=species:S:1:pos:R:3:mulliken_charge:R:1
N 0.568 -2.043 -1.710 -0.64
C -0.509 -1.375 -0.996 -0.63
C 0.038 -0.491 0.131 0.26
N 0.238 -1.197 1.441 -0.61
C -0.765 0.789 0.375 -0.80
S 0.196 2.326 0.274 -0.23
H 1.270 -2.502 -1.142 0.23
H 0.163 -2.813 -2.236 0.23
H -1.050 -0.746 -1.694 0.33
H -1.204 -2.054 -0.476 0.30
H 1.070 -0.195 -0.081 0.31
H 0.190 -2.207 1.358 0.24
H -0.539 -0.938 2.039 0.23
H -1.536 0.880 -0.391 0.29
H -1.295 0.793 1.322 0.38
H 0.944 2.101 1.362 0.12
```

Calculated values
Gap between HOMO and LUMO ... 0.368 Eh
SMILES string ... NC[C@H](N)CS
Molecular weight ... 106.19 g mol⁻¹

=====

We find model 2 to be the most stable, with the next structure 0.0596 hartree higher.

=====

Model 1:
DFT (ωB97M-V/def2-TZVPD) results for a cluster of 2 separate species, C3H10N2S in total.

```
16
Properties=species:S:1:pos:R:3:mulliken_charge:R:1
H 0.905 4.376 -1.261 0.23
N 0.843 5.232 -0.733 -0.67
C 0.089 5.208 0.277 0.14
N -0.118 6.318 1.046 -0.43
H -0.402 4.315 0.669 0.28
H -0.576 6.206 1.928 0.20
H 0.052 7.210 0.617 0.24
C -0.833 -3.148 -0.476 -0.78
S 0.144 -3.965 0.787 -0.09
C 0.720 -5.481 -0.004 -0.74
H -1.109 -3.866 -1.244 0.26
H -0.361 -2.269 -0.918 0.27
H -1.771 -2.773 -0.085 0.29
H 1.788 -5.598 0.087 0.29
H 0.185 -6.352 0.371 0.27
H 0.446 -5.414 -1.061 0.23
```

Calculated values
Gap between HOMO and LUMO ... 0.344 Eh
SMILES string ... [H]/N=C/N.CSC
Molecular weight ... 106.19 g mol⁻¹

=====

Model 2:
DFT (ωB97M-V/def2-TZVPD) results for a cluster of 2 separate species, C3H10N2S in total.

```
16
Properties=species:S:1:pos:R:3:mulliken_charge:R:1
C 2.565 -0.044 2.172 -0.51
C -2.527 -0.007 -2.145 -0.75
C 2.119 -0.994 1.331 -0.49
N 0.386 0.766 -1.765 -0.63
N -1.047 -1.394 -0.641 -0.57
S -1.081 0.110 -0.830 0.37
H 2.588 -0.037 3.233 0.29
H 3.024 0.809 1.669 0.20
H 0.729 0.276 -2.532 0.26
H -3.110 0.869 -1.898 0.31
H -1.967 0.202 -3.150 0.22
H -3.086 -0.889 -2.155 0.31
H 1.531 -1.815 1.802 0.19
H 2.323 -1.119 0.265 0.31
H -0.044 1.612 -2.226 0.26
H -0.298 -1.702 -0.117 0.23
```

Calculated values
Gap between HOMO and LUMO ... 0.342 Eh
Molecular weight ... 106.19 g mol⁻¹

=====

We find model 1 to be the most stable, with the next structure 0.1256 hartree higher.